The following is a quantum chemistry calculation of a gas-phase ion, C6H12N3O2 (charge +1) at a distorted geometry, from OMol25.

Results
Largest force on an atom (Eh/bohr): 0.0422
LUMO level (eV): -3.67
Net charge: +1
Structure (SMILES): CN(C)N(C)C(=O)[N+](C)=C=O

Geometry as XYZ:
```
23
C6H12N3O2, DFT ωB97M-V with the def2-TZVPD basis set
H -0.923 2.798 0.414
C -1.471 -0.972 -1.221
H -2.232 1.629 0.690
C 1.238 -1.290 0.022
H -2.496 -0.744 1.296
C -1.436 -1.004 1.229
H 3.351 1.126 0.190
N 1.724 -0.124 -0.030
N -0.830 -0.510 0.005
O 1.411 2.167 0.076
N -0.428 0.816 0.032
H -0.913 -0.594 2.091
H -1.342 -2.090 1.245
H -2.514 -1.233 -1.043
H 3.694 -0.576 0.599
H -1.424 -0.210 -1.999
H -0.955 -1.862 -1.582
H 3.541 -0.081 -1.105
O 1.135 -2.433 0.082
C 0.882 1.107 0.029
C 3.176 0.086 -0.092
C -1.404 1.898 0.037
H -1.781 2.095 -0.968
```

***

The following is a quantum chemistry calculation of a molecular structure, C6H12N3O4PSbSe5Ti, from OMol25.

Results
Largest force on an atom (Eh/bohr): 0.0138
LUMO level (eV): 1.53
Net charge: -1

Geometry as XYZ:
```
33
C6H12N3O4PSbSe5Ti, DFT ωB97M-V with the def2-TZVPD basis set
H 0.316 -3.461 -0.599
C 1.566 -4.615 1.465
C -0.099 -1.782 2.762
P 0.591 -1.710 1.060
Se -3.583 -1.498 0.866
O 2.481 1.109 1.374
O 1.559 2.081 -0.829
O 4.355 1.818 -0.636
Se -0.958 1.455 1.355
H -0.384 -5.088 3.173
H -1.532 -3.929 2.464
N 0.132 -4.389 1.286
C 2.292 -2.307 1.409
H 0.351 -0.989 3.363
H -1.173 -1.589 2.702
H -1.198 -3.115 0.246
H 2.819 -2.468 0.468
H 1.714 -4.276 4.059
C -0.475 -4.163 2.599
H 2.835 -1.532 1.953
H 2.032 -4.739 0.485
Ti 0.479 0.497 -0.287
H 2.066 -2.536 4.007
C 1.587 -3.360 3.475
Se -0.947 -0.346 -1.946
O 2.384 -0.212 -0.802
N 2.258 -3.552 2.190
Se -3.996 2.213 -1.238
C -0.125 -3.265 0.381
N 0.154 -3.091 3.372
Sb -2.753 0.478 -0.207
H 1.689 -5.543 2.030
Se 2.916 1.271 -0.192
```

***

The following is a quantum chemistry calculation of a gas-phase ion, C6H12N3S (charge +1) at a distorted geometry, from OMol25.

Results
Largest force on an atom (Eh/bohr): 0.1001
LUMO level (eV): -3.03
Net charge: +1

Geometry as XYZ:
```
22
C6H12N3S, DFT ωB97M-V with the def2-TZVPD basis set
H -0.781 -1.084 1.674
H -2.442 0.511 2.069
H -1.320 0.153 -2.198
C 3.732 0.881 -0.638
H 4.156 1.167 -1.590
H -3.761 -0.567 -0.397
C -1.263 -0.758 -1.626
C -1.260 0.772 0.547
S -3.105 -1.410 0.416
N -0.520 -0.580 0.851
H -0.308 -1.077 -1.693
C 0.854 -0.726 0.794
N -2.017 1.228 1.600
H 1.371 -1.790 1.011
H -1.956 -1.559 -2.001
H 4.006 1.638 0.155
C -1.604 -0.560 -0.188
C 2.497 0.284 -0.628
H 4.488 0.037 -0.359
N 1.511 0.032 -0.008
H -1.444 1.787 2.199
H -0.832 1.621 0.011
```

***

The following is a quantum chemistry calculation of 2 unconnected molecules or ions with the total composition C6H12N4O2 at a distorted geometry, from OMol25.

Results
Largest force on an atom (Eh/bohr): 0.0511
LUMO level (eV): 0.34
Structure (SMILES): C/N=C(\N)C=O.C=CC(=O)NN

Geometry as XYZ:
```
24
C6H12N4O2, DFT ωB97M-V with the def2-TZVPD basis set
H 0.092 -3.236 1.167
N 0.582 2.102 0.313
H -0.098 0.026 1.805
N -1.757 -0.131 -1.377
C 0.916 0.223 2.227
N 1.905 0.294 1.179
C -0.838 -1.145 -1.326
H 0.778 2.964 -0.210
O 0.055 -1.237 -2.123
C 2.459 1.279 -0.928
H 0.839 1.189 2.778
H 3.563 1.168 -0.651
N -3.130 -0.123 -0.976
C 1.556 1.138 0.251
C -0.962 -1.936 -0.123
H -1.842 -1.748 0.525
H -1.493 0.412 -2.193
H 0.886 -2.791 -0.520
H -0.060 2.240 1.087
H -3.175 0.659 -0.311
H 1.239 -0.580 2.918
O 2.125 1.897 -1.923
H -3.704 0.049 -1.791
C 0.065 -2.714 0.204
```

***

The following is a quantum chemistry calculation of 2 unconnected molecules or ions with the total composition C6H12N4S at a distorted geometry, from OMol25.

Results
Largest force on an atom (Eh/bohr): 0.1059
LUMO level (eV): 0.78
Structure (SMILES): Sc1nc[nH]n1.C=NCCC

Geometry as XYZ:
```
23
C6H12N4S, DFT ωB97M-V with the def2-TZVPD basis set
H 3.206 -1.352 2.717
C 1.851 -0.340 -0.241
H 0.170 2.077 -1.786
N -4.062 -0.417 0.218
C 0.959 1.496 -1.348
S -5.057 1.002 -1.880
C -3.793 0.269 -0.923
H 3.546 -1.747 1.055
N -1.896 -0.074 -0.151
C 3.248 -0.863 1.750
H 3.792 -0.005 1.559
H 1.971 1.987 -1.410
H -0.946 0.018 -0.128
H -2.488 -1.044 1.649
N -2.494 0.481 -1.168
H 1.821 -1.221 -0.880
H 2.761 0.360 -0.392
H -4.498 1.242 -3.105
C -2.841 -0.488 0.747
N 0.690 0.497 -0.626
H 1.148 -1.558 1.475
H 1.188 0.306 1.597
C 1.723 -0.624 1.270
```

***

The following is a quantum chemistry calculation of a gas-phase ion, C6H12N6 (charge +2) at a distorted geometry, from OMol25.

Results
Largest force on an atom (Eh/bohr): 0.0835
LUMO level (spin up / spin down) (eV): -11.96 / -11.13
Net charge: +2
Structure (SMILES): NC/N=[N+]1\C=NN=C1CCC=[NH2+]

Geometry as XYZ:
```
24
C6H12N6, DFT ωB97M-V with the def2-TZVPD basis set
C -1.675 -0.675 0.147
H 0.845 -3.016 0.641
H 1.931 -0.927 1.073
N -1.379 0.638 -0.182
H 0.464 1.867 1.576
H -1.596 -2.586 1.040
H -0.397 2.965 0.681
H -0.642 -1.412 1.823
H 1.599 -1.144 -1.979
H -2.648 2.192 -1.110
N -3.417 0.283 -0.713
C 1.469 -1.188 0.048
N -2.934 -0.778 -0.198
H 2.399 2.954 0.538
C -2.492 1.176 -0.883
H 1.865 2.431 -0.883
C -0.890 -1.724 0.892
C 0.416 -2.178 0.155
N -0.124 0.971 -0.180
H 2.965 -0.757 -1.235
C 0.391 2.154 0.514
N 2.010 -0.920 -1.105
H 0.171 -2.787 -0.785
N 1.670 2.459 0.126
```

***

The following is a quantum chemistry calculation of a molecular structure, C6H12N6NiO7P2S2 at a distorted geometry, from OMol25.

Results
⟨S²⟩: 2.004
Largest force on an atom (Eh/bohr): 0.0650
LUMO level (spin up / spin down) (eV): 0.00 / -0.02
2S+1: 3

Geometry as XYZ:
```
36
C6H12N6NiO7P2S2, DFT ωB97M-V with the def2-TZVPD basis set
P 3.339 0.234 0.651
N -1.665 -0.072 -1.051
O 1.009 1.552 -1.532
H 1.982 -2.392 0.982
H -2.371 3.078 -1.717
N 1.329 -3.186 1.121
N -0.937 1.790 1.440
H -1.169 1.926 2.445
C 0.115 -3.191 0.563
H 1.709 -4.108 1.366
O 2.788 0.997 1.951
C -1.729 -2.423 -0.483
N -1.865 2.189 -1.740
N -0.431 -2.132 -0.013
C -2.368 1.026 -1.331
C -3.770 -0.953 -0.909
C -2.437 -1.184 -0.893
O 4.623 -0.403 0.871
H -0.935 2.214 -1.964
H 2.522 1.888 1.604
P 2.170 2.423 -0.851
H -0.479 -0.105 2.001
H -4.592 -1.712 -0.897
H 2.497 3.315 -2.749
H -3.080 -4.177 -0.443
O 2.829 3.443 -1.878
S -4.096 0.730 -1.260
H -0.341 2.591 1.186
N -0.117 0.643 1.434
C -2.170 -3.694 -0.208
O 1.908 3.075 0.439
S -0.884 -4.633 0.573
H 0.771 0.743 1.932
Ni 0.354 -0.181 -0.408
O 2.158 -0.663 0.294
O 3.332 1.350 -0.524
```

***

The following is a quantum chemistry calculation of 2 unconnected molecules or ions with the total composition C6H12NO at a distorted geometry, from OMol25.

Results
Largest force on an atom (Eh/bohr): 0.0877
LUMO level (spin up / spin down) (eV): -7.44 / -7.44
Net charge: +1

Geometry as XYZ:
```
20
C6H12NO, DFT ωB97M-V with the def2-TZVPD basis set
C 3.355 0.073 0.065
H -3.005 -0.703 1.745
H -2.637 0.958 1.160
H 0.418 1.702 0.422
O 0.094 -1.715 -0.090
H -3.809 0.395 -0.879
C 1.820 0.134 0.235
H 1.530 -1.125 -1.235
C -2.855 -0.114 0.937
C -3.554 -0.492 -0.391
C 1.023 -1.041 -0.319
H 2.147 2.232 0.040
N -2.217 -0.686 -0.171
H -4.144 -1.329 -0.548
C 1.343 1.502 -0.042
H 3.669 -0.788 -0.561
H -1.725 -1.570 -0.214
H 1.155 1.576 -1.138
H 3.666 -0.015 1.212
H 3.725 1.008 -0.229
```

***

The following is a quantum chemistry calculation of a gas-phase ion, C6H12NO (charge +1), from OMol25.

Results
Largest force on an atom (Eh/bohr): 0.0189
LUMO level (eV): -3.61
Net charge: +1
Structure (SMILES): [NH3+]CC/C=C/C=C/O

Geometry as XYZ:
```
20
C6H12NO, DFT ωB97M-V with the def2-TZVPD basis set
C -0.732 -0.291 0.038
H 2.804 1.117 -1.064
H 1.097 0.518 0.753
N 3.169 0.230 -1.424
H 4.172 0.360 -1.563
O -3.740 1.429 1.295
C -2.959 0.533 0.646
H 3.580 -1.747 -0.821
C -1.630 0.636 0.708
H 3.284 -0.651 0.498
H -1.182 -1.034 -0.632
C 1.484 -1.332 -0.453
H -1.190 1.463 1.252
H -3.485 -0.273 0.146
H 2.736 0.097 -2.339
C 0.598 -0.267 0.190
C 2.937 -0.931 -0.497
H 1.432 -2.258 0.124
H -4.672 1.285 1.101
H 1.101 -1.580 -1.447
```

***

The following is a quantum chemistry calculation of a gas-phase ion, C6H12NO (charge +1) at a distorted geometry, from OMol25.

Results
Largest force on an atom (Eh/bohr): 0.0569
LUMO level (eV): -3.58
Net charge: +1
Structure (SMILES): [NH3+]CC/C=C/C=C/O

Geometry as XYZ:
```
20
C6H12NO, DFT ωB97M-V with the def2-TZVPD basis set
C 0.256 -0.397 0.429
H -2.123 1.352 0.661
H 4.084 -1.221 1.976
H 0.624 -2.282 -0.260
H -4.158 2.317 -1.522
N 3.280 -0.876 1.426
O -3.253 2.397 -1.198
H 3.567 -0.492 0.528
H 0.159 -0.151 1.495
C -1.756 0.944 -0.261
C -2.361 1.388 -1.393
H 1.943 -1.149 -0.843
H -2.264 1.095 -2.422
H 2.678 -0.111 1.838
C -0.502 0.230 -0.465
H 1.570 -2.195 2.066
C 1.270 -1.416 0.027
H -0.205 -0.011 -1.529
H 2.696 -2.821 0.724
C 2.176 -1.968 1.150
```

***

The following is a quantum chemistry calculation of 2 unconnected molecules or ions with the total composition C6H12NO at a distorted geometry, from OMol25.

Results
Largest force on an atom (Eh/bohr): 0.0214
LUMO level (eV): -3.67
Net charge: +1

Geometry as XYZ:
```
20
C6H12NO, DFT ωB97M-V with the def2-TZVPD basis set
C 1.158 0.552 1.269
H 1.525 2.046 -0.241
H -0.009 -1.503 -0.396
H -0.986 0.948 0.034
H -2.088 0.407 -1.156
H 1.255 -0.466 1.633
H 0.127 1.048 3.026
N -1.174 0.271 -0.715
H 2.285 0.617 -2.036
C 0.652 1.421 2.155
H 2.547 -0.772 -0.891
H 0.667 2.498 2.034
C -2.124 -1.962 -0.800
H -2.080 -3.039 -0.591
H -0.419 0.430 -1.390
H -1.126 -1.084 0.874
O -2.965 -1.487 -1.501
C 2.120 0.214 -1.043
C 1.644 0.980 -0.055
C -1.008 -1.118 -0.210
```

***

The following is a quantum chemistry calculation of 2 unconnected molecules or ions with the total composition C6H12NO at a distorted geometry, from OMol25.

Results
Largest force on an atom (Eh/bohr): 0.1127
LUMO level (eV): -8.67
Net charge: +1

Geometry as XYZ:
```
20
C6H12NO, DFT ωB97M-V with the def2-TZVPD basis set
O -1.490 -0.505 1.413
H -4.835 0.407 3.818
H 2.701 -0.296 0.697
C 1.504 0.739 -3.422
H 2.509 0.659 -3.753
H -4.226 -0.898 3.112
H 1.553 -1.585 -1.186
H 0.467 1.495 1.023
C 0.628 0.489 0.601
H -4.333 0.638 2.300
H 3.083 -0.625 -1.527
H 0.155 -1.601 1.049
C 1.971 0.207 0.022
N -4.117 0.155 3.096
C -0.306 -0.571 1.022
H 2.399 1.162 -0.146
H 0.745 1.350 -3.920
H -0.129 0.174 -2.130
C 2.006 -0.575 -1.313
C 0.972 0.055 -2.297
```

***

| no. | electronic energy (eV) |
| --- | --- |
| 1 | -14974.059 |
| 2 | -384754.097 |
| 3 | -21710.685 |
| 4 | -16469.396 |
| 5 | -23209.971 |
| 6 | -15332.958 |
| 7 | -110990.379 |
| 8 | -9941.107 |
| 9 | -9946.551 |
| 10 | -9945.540 |
| 11 | -9945.680 |
| 12 | -9941.453 |